DFT (wB97M-V/def2-TZVPD) results for a molecular structure, C11H15CuNP at a distorted geometry.

Geometry (Å):
C -3.39 0.54 -1.40
C -2.96 -0.26 -2.47
C -1.96 0.43 -3.21
C -1.74 1.72 -2.62
C -2.58 1.85 -1.49
Cu -0.18 -0.60 1.67
P -1.09 -2.35 2.39
H -4.14 0.34 -0.64
H -3.34 -1.26 -2.69
H -1.45 0.06 -4.10
H -2.70 2.71 -0.83
H -1.06 2.48 -2.99
H -0.80 -3.54 1.66
H -2.51 -2.31 2.36
H -0.81 -2.74 3.73
N 0.01 0.51 0.03
C 1.35 0.31 0.49
C 1.96 1.33 1.26
C 3.27 1.12 1.71
C 3.94 -0.08 1.42
C 3.32 -1.08 0.67
C 2.01 -0.90 0.19
H -0.35 1.46 0.06
H -0.26 0.04 -0.84
H 1.40 2.23 1.49
H 3.77 1.90 2.29
H 4.96 -0.23 1.79
H 3.85 -2.01 0.45
H 1.50 -1.68 -0.37

The value obtained for the energy relative to the best compared isomer or geometry (same formula, charge and spin) is 0.358 eV. As for the multiplicity: 2. Its expectation value of S² is 0.755. As for the total charge: -1. Its HOMO-LUMO gap (alpha / beta) is 4.1 / 5.8 eV.